C3H5N4O2S | ωB97M-V with the def2-TZVPD basis set

Summary:
Total charge = -1
SMILES string = [H]/N=N\[N-]NC(=S)CC(=O)O
Total energy = -884.94415 a.u.
Orbital gap = 7.6 eV

Each line ends with the natural charge from an NBO analysis.
Positions of all 15 atoms, in Å:
H: 0.125 -0.730 1.524  0.297
N: 0.659 -0.260 2.263  -0.517
N: 1.250 0.729 1.797  0.047
N: 1.541 1.086 0.642  -0.238
N: 1.341 -0.127 -0.430  -0.593
C: 0.415 -1.007 -0.187  0.035
S: 0.378 -2.663 -0.422  -0.333
C: -0.991 -0.538 -0.575  -0.584
C: -1.421 1.055 -0.396  0.795
O: -2.578 1.353 -0.083  -0.633
O: -0.554 1.958 -0.748  -0.672
H: 2.221 -0.562 -0.566  0.377
H: -1.815 -1.205 -0.156  0.256
H: -0.881 -0.667 -1.690  0.243
H: 0.307 1.578 -0.972  0.520

C3H5N4O3 | ωB97M-V with the def2-TZVPD basis set

Summary:
Total charge = +1
Total energy = -561.82302 a.u.
Orbital gap = 11.1 eV

Each line ends with the natural charge from an NBO analysis.
Positions of all 15 atoms, in Å:
C: 0.633 -1.382 0.595  0.556
C: 2.284 0.266 0.563  0.375
C: -3.796 -0.440 -0.347  1.052
N: -0.533 2.644 0.027  0.044
N: 1.937 0.795 -0.527  -0.657
N: -0.083 -1.070 -0.445  -0.693
N: 0.455 2.454 -0.390  -0.038
O: -4.673 0.277 -0.067  -0.463
O: 1.678 -0.862 1.082  -0.411
O: -2.893 -1.077 -0.612  -0.578
H: 0.168 -1.900 1.443  0.223
H: 3.078 0.494 1.281  0.209
H: 2.395 1.657 -0.867  0.434
H: -0.976 -1.558 -0.827  0.498
H: 0.325 -0.298 -0.909  0.450

C3H5N5 | ωB97M-V with the def2-TZVPD basis set

Summary:
SMILES string = [H]/N=c1/nc[nH]n1N=C
Total energy = -390.93667 a.u.
Orbital gap = 8.7 eV

Each line ends with the natural charge from an NBO analysis.
Positions of all 13 atoms, in Å:
H: 0.680 2.085 0.693  0.347
N: -0.296 2.248 0.146  -0.694
C: -0.847 1.065 -0.050  0.560
N: -2.006 0.581 -0.330  -0.522
C: -2.012 -0.761 -0.088  0.290
N: -0.856 -1.307 0.396  -0.390
N: 0.076 -0.257 0.384  -0.222
N: 1.249 -0.871 -0.147  -0.254
C: 2.203 0.041 -0.186  -0.132
H: -2.901 -1.322 -0.350  0.214
H: -0.535 -2.124 -0.017  0.409
H: 2.243 1.130 0.201  0.198
H: 3.002 -0.509 -0.652  0.196